(1)
The following is a DFT calculation (ωB97M-V with the def2-TZVPD basis set) of a single C3H9N3S2 molecule.

Structure (ORCA input):
```
! wB97M-V def2-TZVPD RIJCOSX def2/J DEFGRID3
* xyz 0 1
C -0.1917 2.1947 -0.5479
C 0.7160 1.3442 0.3456
C -0.6409 -1.0306 0.0166
H -0.5204 1.5912 -1.4099
H 0.6374 2.7484 -1.2135
H -1.0293 2.7275 -0.1922
H 1.3749 0.7369 -0.4278
H 0.9852 1.8235 1.1857
H 0.2741 -2.3018 -1.3134
H 2.6460 -1.5555 0.3106
H 1.4244 -2.4234 1.0839
H -2.4657 -0.1215 1.3825
N 0.5415 -1.6057 -0.5325
N 1.6228 -2.0608 0.2215
N -1.8133 -1.4190 -0.4540
S -0.2645 -0.1027 1.2859
S -3.2966 -0.5455 0.2589
*
```

**ΔE to the lowest compared entry with this formula, charge and spin**: 83.0 kcal per mole
**HOMO energy**: -8.25 eV
**HOMO-LUMO gap**: 8.65 eV
**E_tot**: -29393.3247 eV
**SMILES**: CCS/C(=N\S)NN
**Strongest force on any atom**: 6.17 eV Å⁻¹



(2)
The following is a DFT calculation (ωB97M-V with the def2-TZVPD basis set) of 2 unconnected molecules or ions with the total composition N2O3S.

Structure (ORCA input):
```
! wB97M-V def2-TZVPD RIJCOSX def2/J DEFGRID3
* xyz 0 1
N -1.7019 0.0050 -0.3281
N -0.0188 -1.1000 0.0757
O -2.2691 0.1684 0.5989
O 2.3197 -0.3236 0.3877
O 0.6466 1.2732 -0.6121
S 1.0235 -0.0230 -0.1220
*
```

**ΔE to the lowest compared entry with this formula, charge and spin**: 112.4 kcal per mole
**HOMO energy (spin up / spin down)**: -10.04 / -10.05 eV
**HOMO-LUMO gap (spin up / spin down)**: 8.35 / 8.35 eV
**E_tot**: -19952.4449 eV
**Strongest force on any atom**: 2.47 eV Å⁻¹



(3)
The following is a DFT calculation (ωB97M-V with the def2-TZVPD basis set) of a single C8H13NOS molecule.

Structure (ORCA input):
```
! wB97M-V def2-TZVPD RIJCOSX def2/J DEFGRID3
* xyz 0 1
C -0.1657 0.0321 0.2747
C -3.2298 -1.5697 -0.3289
C -2.4231 0.5441 0.0761
C -3.2413 -2.8757 0.3199
C 2.2142 -0.4651 0.5440
C 1.4457 0.9006 -1.3672
C -1.0595 2.4457 0.1147
C 1.2200 0.5608 0.1492
N -1.1210 1.0144 0.2369
O -2.5181 -0.7177 0.4584
S -3.6699 1.3267 -0.5839
H -4.2733 -3.3086 0.4687
H -2.6342 -2.7323 1.2758
H -2.8888 -3.6705 -0.3969
H 3.0628 -0.1462 0.0284
H 1.9610 -1.3992 0.2250
H 2.2506 -0.5901 1.6949
H 2.4850 1.0273 -1.7384
H 0.7255 1.7216 -1.6463
H 0.8623 0.0245 -1.8517
H -0.3647 2.9174 0.7739
H -0.7207 2.7746 -0.9547
H -2.2083 2.7169 0.2994
H 1.3794 1.5855 0.6944
*
```

**ΔE to the lowest compared entry with this formula, charge and spin**: 156.0 kcal per mole
**HOMO energy**: -8.45 eV
**HOMO-LUMO gap**: 7.91 eV
**E_tot**: -22872.3704 eV
**Strongest force on any atom**: 3.81 eV Å⁻¹



(4)
The following is a DFT calculation (ωB97M-V with the def2-TZVPD basis set) of a molecular structure, C23H21BrN4OSSiTl.

Structure (ORCA input):
```
! wB97M-V def2-TZVPD RIJCOSX def2/J DEFGRID3
* xyz 1 1
Tl -0.0017 -1.2452 -1.7993
C 1.5435 -0.5214 4.6787
Si 1.9901 0.9429 3.6219
C 3.3526 1.9198 4.4427
C 0.5397 2.0836 3.3257
C 2.6806 0.3771 1.9263
C 3.9825 0.7192 1.5507
C 4.4817 0.3518 0.3152
C 3.6475 -0.3404 -0.5667
N 2.4114 -0.6771 -0.2593
C 1.9417 -0.3540 0.9713
S 0.3505 -0.8960 1.3089
H 1.2792 -0.1771 5.6809
H 2.3891 -1.2043 4.7784
H 0.6988 -1.0790 4.2788
H 2.9961 2.2840 5.4083
H 3.6514 2.7930 3.8594
H 4.2403 1.3142 4.6357
H 0.2112 2.5123 4.2770
H -0.3130 1.5668 2.8835
H 0.8216 2.9135 2.6741
H 4.6137 1.2736 2.2334
H 5.4927 0.5967 0.0200
H 3.9994 -0.6227 -1.5529
Br 0.3529 6.0594 7.6624
C -0.3236 5.8507 5.9197
C -1.3038 4.8917 5.6766
C -1.7775 4.7124 4.3936
C -1.2740 5.5031 3.3426
C -0.3124 6.4912 3.6176
C 0.1660 6.6604 4.8963
N -1.6131 5.3250 2.0270
N -2.5293 4.4394 1.7899
C -2.4074 3.4744 0.9307
C -3.5801 2.6234 0.7946
C -3.5436 1.4268 0.1941
C -2.2962 0.9081 -0.3473
O -2.1868 -0.2458 -0.7396
C -1.1261 1.8438 -0.4014
N -0.0457 1.3870 -1.0402
C 1.0056 2.1820 -1.1607
C 1.0291 3.4755 -0.6516
C -0.0682 3.9382 0.0436
C -1.1835 3.1070 0.1922
H -1.6836 4.2939 6.4931
H -2.5359 3.9694 4.1890
H 0.0449 7.1061 2.8020
H 0.9113 7.4128 5.1124
H -4.4850 2.9945 1.2583
H -4.4085 0.7809 0.1381
H 1.8630 1.7760 -1.6825
H 1.9005 4.0986 -0.7948
H -0.0786 4.9295 0.4681
*
```

**HOMO energy (spin up / spin down)**: -11.68 / -10.43 eV
**HOMO-LUMO gap (spin up / spin down)**: 7.16 / 4.85 eV
**E_tot**: -125642.4273 eV
**Strongest force on any atom**: 0.23 eV Å⁻¹



(5)
The following is a DFT calculation (ωB97M-V with the def2-TZVPD basis set) of a molecular structure, ClH4NSi.

Structure (ORCA input):
```
! wB97M-V def2-TZVPD RIJCOSX def2/J DEFGRID3
* xyz 0 1
N -0.7012 -1.0955 0.0582
Si 1.1695 0.2583 0.7366
Cl 2.7545 -0.1063 -0.4964
H -1.4370 -0.4867 0.1824
H -0.7113 -1.7498 0.8533
H 1.4044 -0.6806 1.7903
H 0.6131 1.5898 0.8629
*
```

**ΔE to the lowest compared entry with this formula, charge and spin**: 58.6 kcal per mole
**HOMO energy**: -9.09 eV
**HOMO-LUMO gap**: 9.42 eV
**E_tot**: -21954.2813 eV
**Strongest force on any atom**: 5.03 eV Å⁻¹



(6)
The following is a DFT calculation (ωB97M-V with the def2-TZVPD basis set) of 2 unconnected molecules or ions with the total composition C4H12.

Structure (ORCA input):
```
! wB97M-V def2-TZVPD RIJCOSX def2/J DEFGRID3
* xyz 0 1
C 0.0170 -0.0231 2.0651
C 1.3102 -0.7965 2.3781
H 0.2618 1.0324 1.9526
H -0.4082 -0.4456 1.1554
H -0.7383 -0.1347 2.8423
H 1.2657 -1.8226 2.0412
H 2.1204 -0.3433 1.7942
H 1.5100 -0.6547 3.4368
C -0.9875 0.5347 -2.8652
C -0.2818 0.2665 -1.5397
H -2.0579 0.6925 -2.7116
H -0.5847 1.3651 -3.4425
H -0.9975 -0.3472 -3.5156
H -0.2677 -0.7896 -1.2698
H -0.8570 0.7206 -0.7305
H 0.6956 0.7455 -1.5908
*
```

**ΔE to the lowest compared entry with this formula, charge and spin**: 7.3 kcal per mole
**HOMO energy**: -11.51 eV
**HOMO-LUMO gap**: 12.68 eV
**E_tot**: -4342.2113 eV
**SMILES**: CC.CC
**Strongest force on any atom**: 1.30 eV Å⁻¹



(7)
The following is a DFT calculation (ωB97M-V with the def2-TZVPD basis set) of a molecular structure, C20H24Br2CoN7O5.

Structure (ORCA input):
```
! wB97M-V def2-TZVPD RIJCOSX def2/J DEFGRID3
* xyz 2 5
Co -0.1033 -0.0431 0.1799
O -1.3779 5.7692 0.5037
C -2.3918 5.0625 0.9765
O -3.3814 5.5579 1.4321
C -2.2903 3.5605 0.9415
C -3.3053 2.7579 1.4214
N -2.9216 1.4793 1.2612
N -1.7102 1.3926 0.6905
C -1.3207 2.6472 0.4952
C 0.0171 2.7927 -0.1435
O 0.5256 3.8573 -0.3904
O 0.5711 1.6261 -0.4217
H -0.6493 5.2134 0.1432
H -4.2531 3.0368 1.8516
H -3.4529 0.6530 1.4791
Br 2.3658 -0.0868 6.3894
C 1.6295 -0.0538 4.6819
C 0.2634 0.1432 4.5070
C -0.2308 0.1604 3.2207
N 0.5416 -0.0129 2.1433
C 1.8639 -0.2004 2.3108
C 2.4412 -0.2289 3.5673
C 2.6389 -0.4091 1.0626
C 4.0182 -0.3524 1.0220
C 4.6601 -0.5574 -0.1952
Br 6.5151 -0.4752 -0.2964
C 3.9000 -0.8150 -1.3281
C 2.5266 -0.8354 -1.1998
N 1.9000 -0.6401 -0.0372
H -0.3934 0.2937 5.3512
H -1.2816 0.3325 3.0377
H 3.4999 -0.3983 3.6927
H 4.5980 -0.1333 1.9057
H 4.3632 -0.9803 -2.2897
H 1.9048 -1.0142 -2.0651
O -0.6350 -0.1350 -2.0279
H -0.4281 -0.8522 -2.6408
H -0.3302 0.6863 -2.4404
C -1.5513 -3.4867 3.2237
N -1.0471 -3.0274 1.9325
C 0.3741 -3.2667 1.7240
C -1.8327 -2.4680 0.9989
N -1.3351 -1.5416 0.1549
N -3.1239 -2.8324 0.9147
C -3.5766 -4.1927 1.2306
C -4.0840 -2.0640 0.1288
H -0.9057 -3.0777 4.0027
H -1.5327 -4.5744 3.3025
H -2.5638 -3.1304 3.3875
H 0.9621 -2.7519 2.4837
H 0.6764 -2.9366 0.7352
H 0.5677 -4.3372 1.8132
H -1.9256 -1.4271 -0.6606
H -2.7280 -4.8423 1.4131
H -4.1201 -4.5763 0.3675
H -4.2410 -4.2010 2.0935
H -4.1172 -2.4081 -0.9082
H -3.8432 -1.0040 0.1397
H -5.0731 -2.2005 0.5621
*
```

**ΔE to the lowest compared entry with this formula, charge and spin**: 0.0 kcal per mole
**HOMO energy (spin up / spin down)**: -14.91 / -14.92 eV
**HOMO-LUMO gap (spin up / spin down)**: 8.34 / 6.34 eV
**Expectation value of S²**: 6.01
**E_tot**: -219496.7782 eV
**Strongest force on any atom**: 0.40 eV Å⁻¹



(8)
The following is a DFT calculation (ωB97M-V with the def2-TZVPD basis set) of a single C6H12O molecule.

Structure (ORCA input):
```
! wB97M-V def2-TZVPD RIJCOSX def2/J DEFGRID3
* xyz 0 1
C -2.0516 1.1191 0.2311
C -0.6866 0.6125 -0.2501
O 0.4231 1.2521 0.4556
C -0.6194 -0.9175 -0.0428
C 0.4818 -1.6545 -0.7148
C 0.6209 -1.1923 0.7533
C 1.8585 0.9307 -0.0460
H -2.8345 0.6626 -0.3960
H -2.1509 2.2038 0.1507
H -2.2593 0.8206 1.2655
H -0.5506 0.9020 -1.2963
H 0.6845 -0.0618 1.1718
H -1.5513 -1.4234 0.1800
H 0.9933 -1.2218 -1.5792
H 0.2800 -2.7194 -0.8845
H 0.6959 -2.0081 1.4582
H 2.0700 1.8458 -0.5623
H 2.0641 0.0700 -0.7122
H 2.5319 0.7793 0.8180
*
```

**ΔE to the lowest compared entry with this formula, charge and spin**: 92.6 kcal per mole
**HOMO energy**: -9.25 eV
**HOMO-LUMO gap**: 10.42 eV
**E_tot**: -8460.3363 eV
**SMILES**: CO[C@H](C)C1CC1
**Strongest force on any atom**: 3.66 eV Å⁻¹